Record 1
Computed, not measured: C6H12ClNS in the gas phase at a distorted geometry, with ωB97M-V with the def2-TZVPD basis set.

Calculated values
**Strongest force on any atom**: 4.9 eV/Å
**Energy relative to the best compared isomer or geometry (same formula, charge and spin)**: 0.000 eV
**SMILES**: CC(C)[C@]1(Cl)NCCS1
**Molecular weight**: 165.69 Da

Geometry as ORCA input:
```
! wB97M-V def2-TZVPD RIJCOSX def2/J DEFGRID3
* xyz 0 1
C -0.244 0.459 2.401
C 0.396 -0.936 2.578
C -0.196 -0.136 0.115
C 0.291 -1.220 -2.075
C -0.236 1.390 -1.982
C 0.377 0.084 -1.294
N 0.127 0.863 1.066
S 0.605 -1.593 0.865
Cl -1.994 -0.408 0.005
H -1.369 0.562 2.739
H 0.084 1.203 3.169
H 1.467 -0.859 3.068
H -0.328 -1.561 3.160
H -0.552 -1.472 -2.633
H 0.624 -2.095 -1.368
H 1.156 -1.296 -2.844
H 0.561 2.097 -2.059
H -1.322 1.656 -1.670
H -0.474 1.140 -3.050
H 1.409 0.416 -1.103
H -0.384 1.708 0.913
*
```

Record 2
Computed, not measured: 2 unconnected molecules or ions with the total composition C6H12ClNSi at a distorted geometry, with ωB97M-V with the def2-TZVPD basis set.

Calculated values
**Strongest force on any atom**: 3.8 eV/Å
**Energy relative to the best compared isomer or geometry (same formula, charge and spin)**: 3.628 eV
**Molecular weight**: 161.71 Da

Geometry as ORCA input:
```
! wB97M-V def2-TZVPD RIJCOSX def2/J DEFGRID3
* xyz 0 1
C 1.572 1.290 -1.071
C 1.811 -1.439 0.284
C -2.067 2.124 0.071
C -1.593 -0.482 1.906
C 1.660 -1.249 -1.237
C 1.426 0.157 -1.754
N 1.575 2.208 -0.352
Si -1.641 0.316 0.283
Cl -2.216 -0.815 -1.284
H 2.843 -1.331 0.484
H 1.185 -0.755 0.970
H 1.601 -2.512 0.493
H -1.373 2.614 -0.566
H -3.116 2.265 -0.088
H -1.765 2.461 1.104
H -2.340 -1.183 2.214
H -0.479 -0.761 2.017
H -1.671 0.347 2.659
H 0.745 -1.852 -1.618
H 2.630 -1.586 -1.661
H 1.213 0.183 -2.853
*
```

Record 3
Computed, not measured: C6H12FN in the gas phase at a distorted geometry, with ωB97M-V with the def2-TZVPD basis set.

Calculated values
**Strongest force on any atom**: 2.0 eV/Å
**Energy relative to the best compared isomer or geometry (same formula, charge and spin)**: 1.162 eV
**SMILES**: C[C@H](CF)[C@H]1CCN1
**Molecular weight**: 117.17 Da

Geometry as ORCA input:
```
! wB97M-V def2-TZVPD RIJCOSX def2/J DEFGRID3
* xyz 0 1
C -0.995 1.733 0.008
C -0.687 0.256 -0.264
C -1.643 -0.624 0.416
C 0.642 -0.054 0.350
C 1.507 -1.239 -0.026
C 2.651 -0.270 -0.202
H -0.224 2.362 -0.457
H -1.004 1.902 1.090
H -1.944 2.096 -0.400
H -0.739 0.058 -1.367
H -1.218 -1.641 0.523
H -1.916 -0.206 1.396
H 0.543 -0.002 1.461
H 1.708 -1.950 0.780
H 1.143 -1.733 -0.962
H 3.260 -0.254 -1.157
H 3.275 -0.332 0.698
H 1.972 1.494 0.612
N 1.700 0.870 -0.132
F -2.845 -0.744 -0.332
*
```

Record 4
Computed, not measured: C6H12FNO in the gas phase at a distorted geometry, with ωB97M-V with the def2-TZVPD basis set.

Calculated values
**Strongest force on any atom**: 3.6 eV/Å
**Energy relative to the best compared isomer or geometry (same formula, charge and spin)**: 4.456 eV
**Molecular weight**: 133.17 Da

Geometry as ORCA input:
```
! wB97M-V def2-TZVPD RIJCOSX def2/J DEFGRID3
* xyz 0 1
C 2.004 0.189 -0.172
C 0.996 0.828 -1.130
C 1.648 -1.165 0.317
C -0.257 1.218 -0.434
C -1.626 1.266 -0.969
C -1.779 -1.247 1.526
N -0.628 -1.389 0.594
O 0.608 -1.287 1.196
F -0.174 1.832 0.811
H 2.918 0.231 -0.686
H 2.179 0.962 0.662
H 1.446 1.667 -1.557
H 0.717 0.279 -1.970
H 1.475 -1.718 -0.617
H 2.468 -1.826 0.708
H -2.202 1.436 -0.132
H -2.001 0.226 -1.372
H -1.895 2.011 -1.799
H -2.604 -1.646 0.872
H -1.347 -1.734 2.397
H -1.945 -0.133 1.753
*
```

Record 5
Computed, not measured: a molecular structure, C6H12IN2 at a distorted geometry, with ωB97M-V with the def2-TZVPD basis set.

Calculated values
**Strongest force on any atom**: 5.1 eV/Å
**Energy relative to the best compared isomer or geometry (same formula, charge and spin)**: 1.308 eV
**Molecular weight**: 239.08 Da

Geometry as ORCA input:
```
! wB97M-V def2-TZVPD RIJCOSX def2/J DEFGRID3
* xyz 1 1
C -1.627 0.257 -0.596
C -0.594 1.155 -1.276
C 0.365 1.982 -0.362
C -0.339 -1.747 -0.417
C 1.130 1.137 0.558
C 0.885 0.779 1.834
N -1.105 -0.884 -0.030
N 0.381 -2.539 0.633
I 2.717 0.011 -0.238
H -2.389 0.037 -1.479
H 0.118 0.610 -1.839
H -1.083 1.899 -1.797
H 1.057 2.488 -1.016
H -0.196 2.636 0.285
H -0.084 -2.002 -1.459
H -2.369 0.750 0.054
H 0.085 1.305 2.274
H 1.533 0.034 2.390
H -0.181 -2.356 1.479
H 1.283 -2.102 0.683
H 0.413 -3.450 0.321
*
```

Record 6
Computed, not measured: a molecular structure, C6H12KO6 at a distorted geometry, with ωB97M-V with the def2-TZVPD basis set.

Calculated values
**Strongest force on any atom**: 4.3 eV/Å
**Energy relative to the best compared isomer or geometry (same formula, charge and spin)**: 0.308 eV
**Molecular weight**: 219.25 Da

Geometry as ORCA input:
```
! wB97M-V def2-TZVPD RIJCOSX def2/J DEFGRID3
* xyz 1 1
K 0.783 -3.077 2.671
C 4.947 1.477 -3.072
O 4.271 1.012 -1.990
C 4.298 1.466 -0.662
O 3.487 0.983 0.093
O 5.365 2.233 -0.391
C 5.601 2.808 0.860
H 4.560 2.420 -3.459
H 4.898 0.694 -3.828
H 5.988 1.694 -2.832
H 6.455 3.484 0.866
H 5.641 2.043 1.636
H 4.841 3.552 1.098
C -4.462 -0.086 -0.871
O -5.326 -1.092 -0.252
C -5.025 -1.603 0.980
O -3.972 -1.470 1.661
O -6.066 -2.391 1.244
C -5.877 -3.449 2.283
H -3.382 -0.208 -0.784
H -4.900 0.911 -0.822
H -4.615 -0.288 -1.931
H -6.533 -4.277 2.015
H -6.149 -3.089 3.275
H -4.830 -3.745 2.212
*
```